Record 1
{"formula": "C39H84ClIN5OP2", "method": "the ωB97M-V functional and the def2-TZVPD basis", "spin_multiplicity": 1, "e_lumo_ev": -5.46, "total_charge": 1, "total_energy_ev": -90482.169, "elements": ["C", "C", "C", "C", "C", "C", "C", "C", "C", "C", "C", "C", "C", "C", "C", "C", "N", "N", "Cl", "C", "P", "C", "C", "C", "C", "P", "O", "I", "H", "H", "H", "H", "H", "H", "H", "H", "H", "H", "H", "H", "H", "H", "H", "H", "H", "H", "H", "H", "H", "H", "H", "H", "H", "H", "H", "H", "H", "H", "H", "H", "H", "H", "H", "H", "H", "H", "H", "C", "C", "N", "C", "C", "C", "C", "H", "H", "H", "H", "H", "H", "H", "H", "H", "H", "H", "H", "H", "H", "H", "C", "C", "N", "C", "C", "C", "C", "H", "H", "H", "H", "H", "H", "H", "H", "H", "H", "H", "H", "H", "H", "H", "C", "C", "N", "C", "C", "C", "C", "H", "H", "H", "H", "H", "H", "H", "H", "H", "H", "H", "H", "H", "H", "H"], "positions_angstrom": [[0.94, -3.93, 0.99], [0.53, -2.38, 0.53], [1.88, -1.40, 0.39], [1.47, 0.19, 0.61], [2.24, 1.21, -0.45], [1.35, 1.54, -1.79], [0.94, 3.12, -1.97], [0.34, 3.85, -0.63], [-1.29, 4.16, -0.75], [-2.16, 3.33, 0.42], [-3.76, 3.31, -0.06], [-4.68, 3.64, 1.28], [-4.71, 2.38, 2.37], [-5.95, 1.38, 1.94], [-5.62, -0.19, 2.31], [-5.27, -0.95, 0.86], [-3.95, -0.60, 0.31], [-3.59, -1.16, -0.88], [-2.02, -0.64, -1.50], [-4.51, -2.10, -1.56], [-3.92, -2.81, -3.27], [-4.14, -1.55, -4.68], [-2.21, -3.61, -3.19], [-6.00, -2.62, -1.13], [-6.47, -1.92, 0.32], [-8.17, -2.23, 1.11], [-9.12, -3.30, 0.11], [-9.32, -0.01, 0.93], [0.71, -4.67, 0.09], [0.19, -4.21, 1.87], [2.07, -4.03, 1.31], [0.05, -2.49, -0.54], [-0.19, -1.86, 1.31], [2.26, -1.49, -0.73], [2.71, -1.71, 1.18], [0.32, 0.37, 0.57], [1.85, 0.50, 1.68], [2.58, 2.22, 0.04], [3.20, 0.61, -0.84], [0.35, 0.94, -1.70], [1.90, 1.17, -2.75], [1.88, 3.68, -2.41], [0.10, 3.17, -2.81], [0.57, 3.29, 0.37], [0.87, 4.91, -0.55], [-1.73, 3.86, -1.81], [-1.45, 5.31, -0.51], [-2.07, 3.87, 1.45], [-1.81, 2.21, 0.53], [-4.09, 2.27, -0.51], [-3.88, 4.18, -0.86], [-4.18, 4.57, 1.82], [-5.77, 3.98, 0.96], [-4.93, 2.78, 3.45], [-3.67, 1.81, 2.29], [-6.98, 1.69, 2.41], [-6.08, 1.43, 0.77], [-6.48, -0.72, 2.90], [-4.65, -0.27, 2.97], [-5.32, -1.41, -4.82], [-3.75, -2.02, -5.68], [-3.69, -0.51, -4.40], [-1.40, -2.78, -3.43], [-2.01, -4.47, -4.00], [-1.98, -3.97, -2.09], [-6.67, -3.38, -1.73], [-9.41, -2.77, -0.71], [3.59, 5.89, -8.13], [2.94, 5.81, -6.76], [3.83, 6.15, -5.65], [3.29, 5.81, -4.34], [2.03, 6.53, -3.88], [4.49, 7.46, -5.73], [3.59, 8.69, -5.83], [4.49, 5.27, -8.18], [2.90, 5.52, -8.90], [3.86, 6.91, -8.40], [2.60, 4.77, -6.63], [2.04, 6.43, -6.76], [4.07, 5.94, -3.57], [3.08, 4.73, -4.33], [2.25, 7.56, -3.57], [1.61, 6.02, -3.00], [1.26, 6.55, -4.64], [5.16, 7.46, -6.60], [5.17, 7.58, -4.88], [2.77, 8.57, -6.54], [4.19, 9.55, -6.16], [3.17, 8.96, -4.85], [-4.77, -4.32, 3.66], [-4.12, -5.68, 3.40], [-2.77, -5.81, 3.95], [-2.06, -6.99, 3.45], [-2.62, -8.36, 3.82], [-2.63, -5.55, 5.38], [-3.45, -6.40, 6.34], [-4.13, -3.51, 3.30], [-5.73, -4.26, 3.14], [-4.97, -4.16, 4.72], [-4.08, -5.80, 2.31], [-4.79, -6.47, 3.77], [-1.01, -6.95, 3.77], [-2.02, -6.93, 2.36], [-2.41, -8.62, 4.86], [-2.14, -9.14, 3.21], [-3.70, -8.44, 3.65], [-2.86, -4.50, 5.56], [-1.57, -5.64, 5.66], [-4.49, -6.51, 6.02], [-3.47, -5.92, 7.33], [-3.02, -7.39, 6.48], [9.58, -1.37, 3.14], [8.31, -0.54, 3.05], [7.56, -0.72, 1.81], [6.51, 0.28, 1.61], [5.35, 0.29, 2.61], [7.18, -2.09, 1.47], [6.33, -2.86, 2.48], [10.24, -1.18, 2.28], [10.14, -1.11, 4.04], [9.37, -2.44, 3.18], [8.61, 0.51, 3.13], [7.69, -0.75, 3.93], [6.10, 0.19, 0.60], [6.98, 1.28, 1.64], [4.66, -0.54, 2.43], [4.77, 1.21, 2.49], [5.69, 0.25, 3.65], [8.10, -2.67, 1.29], [6.67, -2.10, 0.50], [6.69, -2.74, 3.51], [6.37, -3.93, 2.25], [5.28, -2.56, 2.43]]}


Record 2
{"formula": "C39H85BBrN3O12PS6", "method": "the ωB97M-V functional and the def2-TZVPD basis", "spin_multiplicity": 1, "e_lumo_ev": -3.80, "total_charge": 1, "total_energy_ev": -215864.014, "elements": ["C", "C", "C", "C", "C", "C", "C", "C", "C", "C", "C", "C", "C", "C", "C", "N", "C", "N", "N", "C", "O", "C", "C", "C", "C", "C", "C", "C", "C", "C", "O", "O", "B", "O", "O", "C", "P", "O", "Br", "H", "H", "H", "H", "H", "H", "H", "H", "H", "H", "H", "H", "H", "H", "H", "H", "H", "H", "H", "H", "H", "H", "H", "H", "H", "H", "H", "H", "H", "H", "H", "H", "H", "H", "H", "H", "H", "H", "H", "H", "H", "H", "H", "H", "H", "H", "H", "H", "H", "C", "S", "O", "C", "H", "H", "H", "H", "H", "H", "C", "S", "O", "C", "H", "H", "H", "H", "H", "H", "C", "S", "O", "C", "H", "H", "H", "H", "H", "H", "C", "S", "O", "C", "H", "H", "H", "H", "H", "H", "C", "S", "O", "C", "H", "H", "H", "H", "H", "H", "C", "S", "O", "C", "H", "H", "H", "H", "H", "H"], "positions_angstrom": [[7.33, -1.47, 1.31], [7.64, -0.14, 0.43], [6.66, 0.03, -0.83], [6.04, 1.53, -0.97], [4.73, 1.46, -1.90], [4.23, 2.91, -2.43], [4.07, 4.01, -1.27], [2.58, 4.68, -1.22], [2.62, 6.24, -0.85], [1.51, 6.71, 0.23], [0.08, 6.02, 0.02], [-1.16, 6.81, 0.65], [-2.59, 6.08, 0.37], [-2.80, 4.78, 1.31], [-3.73, 3.64, 0.69], [-3.98, 2.45, 1.56], [-5.25, 1.92, 0.94], [-6.30, 1.91, 1.80], [-5.31, 1.58, -0.43], [-6.42, 0.76, -0.89], [-6.13, -0.39, -1.71], [-6.71, -1.60, -1.24], [-6.60, -2.24, 0.16], [-7.25, -3.62, 0.52], [-8.03, -4.43, -0.57], [-8.18, -3.80, -2.01], [-7.52, -2.42, -2.32], [-4.16, 1.84, -1.30], [-4.79, 2.31, -2.75], [-3.67, 2.74, -3.83], [-3.04, 1.60, -4.49], [-3.37, 0.70, -1.68], [-2.95, -0.20, -0.67], [-1.57, -0.66, -0.76], [-3.72, -0.79, 0.41], [-3.34, 3.14, -0.80], [-1.46, 3.13, -0.99], [-0.94, 2.17, -2.34], [-0.46, 2.03, 0.78], [6.74, -1.24, 2.26], [6.81, -2.29, 0.69], [8.32, -1.96, 1.67], [8.72, -0.30, 0.04], [7.65, 0.73, 1.16], [7.21, -0.23, -1.80], [5.80, -0.72, -0.71], [6.82, 2.28, -1.39], [5.74, 1.88, 0.09], [3.83, 0.96, -1.35], [4.98, 0.74, -2.77], [3.24, 2.72, -2.97], [4.98, 3.23, -3.26], [4.29, 3.51, -0.27], [4.85, 4.85, -1.44], [1.95, 4.04, -0.50], [2.17, 4.56, -2.30], [2.59, 6.86, -1.83], [3.67, 6.44, -0.40], [1.41, 7.84, 0.11], [1.91, 6.38, 1.26], [0.14, 4.98, 0.51], [-0.10, 5.85, -1.09], [-1.22, 7.84, 0.13], [-1.01, 7.04, 1.77], [-3.45, 6.83, 0.55], [-2.57, 5.80, -0.75], [-3.36, 5.18, 2.25], [-1.78, 4.44, 1.69], [-4.78, 4.13, 0.55], [-3.23, 1.74, 1.51], [-6.21, 1.67, 2.79], [-7.22, 2.25, 1.45], [-7.12, 0.38, -0.05], [-7.12, 1.43, -1.54], [-6.02, -1.70, 0.98], [-7.13, -4.06, 1.58], [-8.50, -5.46, -0.36], [-8.72, -4.34, -2.86], [-7.63, -2.03, -3.40], [-5.41, 3.24, -2.52], [-5.36, 1.47, -3.27], [-4.27, 3.26, -4.68], [-2.92, 3.52, -3.46], [-3.34, 1.59, -5.43], [-1.26, -0.87, 0.15], [-3.23, -0.54, 1.23], [-3.68, 4.05, -1.44], [-0.50, 2.83, -2.95], [7.33, -2.90, -2.88], [8.17, -3.77, -1.54], [9.02, -2.77, -0.81], [9.27, -4.73, -2.61], [6.61, -2.20, -2.44], [8.06, -2.34, -3.48], [6.80, -3.61, -3.51], [9.87, -4.05, -3.22], [8.68, -5.38, -3.25], [9.93, -5.33, -1.98], [6.86, 7.55, 0.51], [7.12, 5.76, 0.62], [5.95, 5.18, 1.34], [8.50, 5.85, 1.78], [6.01, 7.74, -0.14], [6.65, 7.95, 1.51], [7.75, 8.02, 0.10], [8.18, 6.35, 2.69], [9.33, 6.38, 1.32], [8.81, 4.83, 2.02], [5.57, -3.11, 5.03], [7.33, -3.35, 5.39], [8.06, -3.32, 4.08], [7.18, -5.08, 5.87], [5.43, -2.10, 4.66], [5.25, -3.82, 4.26], [4.99, -3.26, 5.94], [6.76, -5.67, 5.06], [6.55, -5.16, 6.76], [8.18, -5.46, 6.11], [-5.98, -8.08, -3.07], [-6.99, -6.63, -3.46], [-8.42, -7.01, -3.25], [-6.67, -6.66, -5.23], [-6.06, -8.27, -2.00], [-6.34, -8.94, -3.62], [-4.94, -7.87, -3.32], [-6.99, -7.62, -5.65], [-5.61, -6.51, -5.42], [-7.24, -5.85, -5.70], [2.97, -4.20, 1.74], [3.09, -2.40, 1.59], [4.00, -1.92, 2.68], [1.39, -2.06, 2.11], [3.94, -4.63, 1.50], [2.69, -4.47, 2.76], [2.22, -4.57, 1.04], [1.22, -2.46, 3.11], [0.70, -2.50, 1.40], [1.25, -0.98, 2.13], [-9.31, -6.59, 2.90], [-8.52, -5.35, 3.95], [-7.83, -6.07, 5.06], [-10.06, -4.68, 4.63], [-8.53, -7.16, 2.40], [-9.92, -7.26, 3.51], [-9.93, -6.09, 2.15], [-10.62, -5.46, 5.13], [-10.65, -4.24, 3.82], [-9.81, -3.90, 5.35]]}


Record 3
{"formula": "C39H86CaN3O8", "method": "the ωB97M-V functional and the def2-TZVPD basis", "spin_multiplicity": 1, "e_lumo_ev": -3.29, "total_charge": 1, "total_energy_ev": -81123.967, "elements": ["Ca", "O", "C", "O", "O", "H", "C", "C", "C", "O", "C", "H", "H", "H", "H", "H", "H", "H", "H", "C", "C", "C", "O", "C", "H", "H", "H", "H", "H", "H", "H", "H", "C", "C", "C", "O", "C", "H", "H", "H", "H", "H", "H", "H", "H", "C", "C", "C", "O", "C", "H", "H", "H", "H", "H", "H", "H", "H", "C", "C", "C", "O", "C", "H", "H", "H", "H", "H", "H", "H", "H", "C", "C", "N", "C", "C", "C", "C", "H", "H", "H", "H", "H", "H", "H", "H", "H", "H", "H", "H", "H", "H", "H", "C", "C", "N", "C", "C", "C", "C", "H", "H", "H", "H", "H", "H", "H", "H", "H", "H", "H", "H", "H", "H", "H", "C", "C", "N", "C", "C", "C", "C", "H", "H", "H", "H", "H", "H", "H", "H", "H", "H", "H", "H", "H", "H", "H"], "positions_angstrom": [[1.00, -2.07, -1.30], [-1.43, -0.26, 1.47], [-0.71, -0.73, 0.44], [-1.11, -1.74, -0.18], [0.43, -0.21, 0.17], [-0.89, 0.46, 1.85], [-0.06, -0.91, 4.87], [1.32, -0.27, 4.65], [0.98, 0.86, 3.68], [-0.33, 1.29, 4.01], [-0.99, 0.30, 4.82], [-0.10, -1.44, 5.82], [-0.31, -1.62, 4.08], [2.07, -0.95, 4.26], [1.68, 0.16, 5.59], [0.98, 0.50, 2.65], [1.66, 1.71, 3.74], [-1.94, 0.07, 4.32], [-1.20, 0.71, 5.81], [-2.20, -0.60, -4.50], [-0.90, -0.33, -5.23], [0.00, -1.38, -4.62], [-0.34, -1.34, -3.21], [-1.73, -0.97, -3.08], [-2.70, -1.45, -4.97], [-2.88, 0.24, -4.47], [-0.50, 0.66, -4.98], [-0.92, -0.38, -6.32], [1.06, -1.17, -4.72], [-0.22, -2.38, -5.02], [-1.75, -0.10, -2.42], [-2.33, -1.75, -2.63], [-2.82, -3.45, 2.83], [-3.39, -4.86, 2.68], [-4.88, -4.56, 2.59], [-4.99, -3.26, 2.00], [-3.68, -2.73, 1.79], [-1.75, -3.42, 2.65], [-3.05, -3.03, 3.82], [-3.14, -5.56, 3.48], [-3.02, -5.31, 1.76], [-5.32, -4.52, 3.59], [-5.43, -5.31, 2.01], [-3.69, -1.65, 1.89], [-3.38, -2.96, 0.76], [-0.08, -6.34, -2.36], [-1.54, -5.99, -2.03], [-1.46, -4.54, -1.52], [-0.13, -4.07, -1.83], [0.50, -5.00, -2.72], [0.00, -7.09, -3.15], [0.39, -6.80, -1.49], [-1.97, -6.65, -1.28], [-2.16, -6.05, -2.93], [-1.59, -4.46, -0.44], [-2.20, -3.90, -2.00], [1.59, -4.96, -2.59], [0.26, -4.72, -3.76], [1.54, -4.78, 2.48], [2.50, -3.64, 2.85], [2.32, -2.61, 1.72], [1.31, -3.15, 0.82], [1.33, -4.59, 0.98], [0.57, -4.58, 2.94], [1.84, -5.79, 2.73], [3.54, -3.96, 2.92], [2.24, -3.25, 3.83], [3.26, -2.51, 1.16], [1.97, -1.64, 2.06], [2.15, -5.02, 0.38], [0.38, -4.95, 0.60], [-0.47, 3.86, 1.32], [0.65, 3.41, 0.41], [1.65, 4.43, 0.06], [2.35, 5.02, 1.19], [2.94, 4.00, 2.15], [1.11, 5.45, -0.83], [2.20, 6.29, -1.47], [-0.92, 4.79, 0.98], [-0.07, 4.09, 2.32], [-1.24, 3.09, 1.44], [1.22, 2.60, 0.88], [0.28, 3.03, -0.54], [3.18, 5.59, 0.75], [1.72, 5.74, 1.75], [2.17, 3.53, 2.76], [3.55, 3.26, 1.65], [3.62, 4.52, 2.83], [0.39, 6.11, -0.31], [0.52, 4.95, -1.61], [1.86, 6.79, -2.38], [3.08, 5.68, -1.68], [2.52, 7.12, -0.83], [-4.28, 2.05, 2.13], [-3.88, 1.75, 0.69], [-4.59, 2.55, -0.31], [-3.97, 2.41, -1.60], [-2.57, 3.03, -1.66], [-6.01, 2.27, -0.32], [-6.83, 3.25, -1.13], [-5.27, 1.70, 2.39], [-4.22, 3.12, 2.31], [-3.56, 1.57, 2.79], [-2.81, 1.93, 0.62], [-4.02, 0.66, 0.49], [-3.93, 1.34, -1.90], [-4.59, 2.91, -2.34], [-1.78, 2.33, -1.35], [-2.33, 3.42, -2.65], [-2.52, 3.88, -0.98], [-6.38, 2.29, 0.71], [-6.20, 1.24, -0.68], [-6.65, 4.27, -0.78], [-7.89, 3.05, -1.04], [-6.57, 3.25, -2.19], [3.45, 0.76, -0.03], [4.89, 0.71, -0.50], [5.09, 1.21, -1.84], [6.45, 0.99, -2.30], [6.90, -0.45, -2.33], [4.70, 2.62, -1.93], [4.91, 3.26, -3.28], [3.01, 1.75, -0.08], [3.38, 0.45, 1.02], [2.80, 0.08, -0.59], [5.52, 1.26, 0.23], [5.22, -0.33, -0.45], [7.17, 1.59, -1.69], [6.57, 1.38, -3.31], [6.88, -0.93, -1.35], [7.96, -0.45, -2.61], [6.33, -1.01, -3.07], [3.64, 2.71, -1.67], [5.22, 3.21, -1.14], [4.33, 2.74, -4.05], [4.55, 4.29, -3.24], [5.95, 3.26, -3.60]]}